A molecular structure, C37H28AuN2P2S2Te. Source: OMol25; level of theory: the ωB97M-V functional and the def2-TZVPD basis.

Atoms and positions in Å:
Au: -1.017 -1.251 -2.128
S: 0.483 -3.422 -3.188
C: -1.170 -3.808 -3.228
N: -2.080 -2.942 -2.806
C: -3.380 -3.410 -2.903
C: -4.535 -2.726 -2.539
C: -5.755 -3.354 -2.708
C: -5.833 -4.646 -3.232
C: -4.689 -5.333 -3.597
C: -3.463 -4.704 -3.428
S: -1.862 -5.294 -3.789
H: -4.466 -1.723 -2.138
H: -6.665 -2.837 -2.434
H: -6.799 -5.115 -3.357
H: -4.748 -6.333 -4.005
Te: -1.933 1.259 1.667
C: -0.852 2.852 2.528
C: -0.953 3.089 3.891
C: -0.236 4.151 4.429
N: 0.561 4.937 3.713
C: 0.640 4.706 2.405
C: -0.056 3.691 1.762
C: -0.276 0.451 0.574
P: 0.691 -0.569 1.424
C: 0.552 -0.741 3.187
C: 0.155 -1.979 3.697
C: 0.103 -2.158 5.068
C: 0.467 -1.122 5.919
C: 0.885 0.099 5.408
C: 0.929 0.298 4.037
C: 2.122 -1.370 0.754
C: 3.392 -0.980 1.188
C: 4.499 -1.650 0.700
C: 4.338 -2.706 -0.193
C: 3.075 -3.098 -0.608
C: 1.956 -2.432 -0.134
P: -0.138 0.612 -1.250
C: -0.955 2.167 -1.679
C: -2.339 2.130 -1.863
C: -3.031 3.281 -2.200
C: -2.344 4.473 -2.381
C: -0.965 4.509 -2.236
C: -0.267 3.360 -1.890
C: 1.632 0.854 -1.524
C: 2.370 1.755 -0.752
C: 3.720 1.936 -0.997
C: 4.343 1.210 -2.007
C: 3.618 0.306 -2.767
C: 2.261 0.127 -2.529
H: -1.557 2.461 4.534
H: -0.299 4.368 5.489
H: 1.281 5.371 1.838
H: 0.006 3.583 0.687
H: -0.116 -2.790 3.033
H: -0.216 -3.109 5.473
H: 0.431 -1.271 6.990
H: 1.179 0.898 6.075
H: 1.253 1.249 3.636
H: 3.516 -0.163 1.888
H: 5.489 -1.351 1.016
H: 5.211 -3.228 -0.563
H: 2.948 -3.918 -1.302
H: 0.974 -2.732 -0.482
H: -2.872 1.194 -1.753
H: -4.103 3.243 -2.338
H: -2.881 5.372 -2.656
H: -0.424 5.430 -2.405
H: 0.811 3.401 -1.812
H: 1.893 2.311 0.049
H: 4.288 2.639 -0.402
H: 5.400 1.351 -2.196
H: 4.104 -0.264 -3.547
H: 1.698 -0.593 -3.112

Output
* M: 951.294 g mol⁻¹
* energy above the lowest of the compared OMol25 structures with the same formula, charge and spin: 1.0623 eV
* net charge: +1
* F_max: 0.43 eV/A
* HOMO energy: -9.6663 eV
* frontier orbital gap: 5.29 eV
* E: -3418.83757 Eh

How is the electron density shared among the atoms? According to Löwdin, the charges in e are:
1. Au 0.67
2. S 0.49
3. C -1.19
4. N -0.20
5. C -0.33
6. C -0.03
7. C -0.08
8. C -0.09
9. C -0.08
10. C -0.46
11. S 1.05
12. H 0.10
13. H 0.10
14. H 0.11
15. H 0.11
16. Te 1.34
17. C -0.55
18. C -0.14
19. C -0.13
20. N 0.08
21. C -0.13
22. C -0.12
23. C -0.84
24. P 1.06
25. C -0.39
26. C -0.07
27. C -0.05
28. C -0.04
29. C -0.05
30. C -0.09
31. C -0.36
32. C -0.08
33. C -0.06
34. C -0.04
35. C -0.06
36. C -0.11
37. P 0.78
38. C -0.40
39. C -0.14
40. C -0.06
41. C -0.06
42. C -0.06
43. C -0.09
44. C -0.39
45. C -0.12
46. C -0.07
47. C -0.06
48. C -0.05
49. C -0.09
50. H 0.10
51. H 0.11
52. H 0.11
53. H 0.07
54. H 0.12
55. H 0.12
56. H 0.12
57. H 0.12
58. H 0.11
59. H 0.12
60. H 0.12
61. H 0.12
62. H 0.10
63. H 0.05
64. H 0.07
65. H 0.11
66. H 0.11
67. H 0.11
68. H 0.10
69. H 0.09
70. H 0.11
71. H 0.11
72. H 0.12
73. H 0.07

=====

A molecular structure, C9H7ClO3Ru at a distorted geometry. Source: OMol25; level of theory: the ωB97M-V functional and the def2-TZVPD basis.

Atoms and positions in Å:
Cl: 1.019 2.221 0.136
C: -1.534 -0.149 0.970
C: -0.799 -1.280 0.434
C: -0.399 -0.909 -0.924
H: -0.766 -2.289 0.842
C: -1.020 0.359 -1.228
C: -1.683 0.806 -0.059
H: -2.228 1.747 0.014
H: -2.015 -0.118 1.945
H: 0.027 -1.572 -1.678
C: -0.941 1.068 -2.528
Ru: 1.025 -0.173 0.754
C: 1.674 -1.952 1.088
C: 0.734 0.180 2.598
O: 2.154 -2.984 1.297
O: 0.644 0.357 3.741
H: -0.089 0.688 -3.109
H: -0.806 2.145 -2.359
H: -1.861 0.935 -3.119
O: 3.994 0.581 0.533
C: 2.870 0.339 0.651

Output
* <S²>: 6.02
* M: 299.675 g mol⁻¹
* energy above the lowest of the compared OMol25 structures with the same formula, charge and spin: 0.0000 eV
* net charge: +2
* spin multiplicity: 5
* F_max: 7.39 eV/A
* HOMO energy (alpha / beta): -16.1074 / -19.3214 eV
* frontier orbital gap (alpha / beta): 7.19 / 6.21 eV
* E: -1127.13021 Eh

How is the electron density shared among the atoms? According to Löwdin, the charges in e are:
1. Cl 0.49
2. C -0.03
3. C -0.17
4. C -0.04
5. H 0.14
6. C -0.27
7. C 0.02
8. H 0.16
9. H 0.15
10. H 0.16
11. C 0.00
12. Ru 0.87
13. C -0.13
14. C -0.18
15. O 0.26
16. O 0.22
17. H 0.11
18. H 0.10
19. H 0.13
20. O 0.24
21. C -0.24

=====

A single C5H11N5 molecule at a distorted geometry. Source: OMol25; level of theory: the ωB97M-V functional and the def2-TZVPD basis.

Atoms and positions in Å:
N: -3.414 1.199 -0.916
C: -2.281 1.082 -0.731
C: -0.903 1.209 -0.096
C: -0.892 0.593 1.314
N: 0.442 0.014 1.578
C: 0.744 -1.177 0.780
N: 2.084 -1.560 0.993
N: 0.382 -0.978 -0.624
C: 0.185 0.439 -0.945
N: -0.023 0.548 -2.371
H: -0.696 2.238 -0.103
H: -1.007 1.366 2.052
H: -1.683 -0.216 1.442
H: 0.537 -0.300 2.541
H: 0.184 -2.018 0.961
H: 2.332 -2.366 0.473
H: 2.730 -0.782 0.697
H: -0.499 -1.496 -0.732
H: 1.218 0.844 -0.612
H: 0.514 -0.093 -2.930
H: 0.047 1.456 -2.771

Output
* M: 141.178 g mol⁻¹
* energy above the lowest of the compared OMol25 structures with the same formula, charge and spin: 0.3984 eV
* net charge: 0
* F_max: 3.40 eV/A
* HOMO energy: -9.2075 eV
* frontier orbital gap: 9.99 eV
* SMILES: N#C[C@H]1CN[C@H](N)N[C@H]1N
* E: -470.86662 Eh

How is the electron density shared among the atoms? According to Löwdin, the charges in e are:
1. N 0.14
2. C -0.18
3. C -0.20
4. C -0.16
5. N -0.01
6. C -0.52
7. N 0.07
8. N 0.03
9. C -0.40
10. N 0.06
11. H 0.12
12. H 0.11
13. H 0.14
14. H 0.12
15. H 0.11
16. H 0.06
17. H 0.10
18. H 0.12
19. H 0.16
20. H 0.07
21. H 0.07

=====

2 unconnected molecules or ions with the total composition C19H22N5O3 at a distorted geometry. Source: OMol25; level of theory: the ωB97M-V functional and the def2-TZVPD basis.

Atoms and positions in Å:
C: -5.765 0.156 0.317
N: -4.780 0.505 1.326
C: -5.099 1.726 2.046
C: -3.461 0.037 1.220
C: -2.634 0.440 0.143
C: -1.334 -0.021 0.061
C: -0.807 -0.880 1.044
C: 0.597 -1.250 1.005
C: 1.650 -0.386 0.998
C: 2.987 -1.006 1.020
O: 3.181 -2.223 1.055
N: 4.092 -0.134 1.056
C: 5.411 -0.715 1.037
C: 4.020 1.259 1.100
O: 5.014 1.984 1.125
N: 2.735 1.813 1.119
C: 2.744 3.250 1.263
C: 1.534 1.079 1.219
O: 0.491 1.671 1.501
C: -1.667 -1.368 2.058
C: -2.954 -0.880 2.179
H: -5.505 -0.804 -0.141
H: -6.742 0.070 0.808
H: -5.846 0.924 -0.470
H: -4.334 1.931 2.802
H: -5.179 2.595 1.369
H: -6.074 1.597 2.535
H: -3.031 1.138 -0.598
H: -0.677 0.240 -0.772
H: 0.850 -2.314 1.063
H: 6.125 0.102 1.010
H: 5.555 -1.317 1.936
H: 5.507 -1.344 0.151
H: 1.731 3.629 1.202
H: 3.189 3.516 2.227
H: 3.373 3.671 0.478
H: -1.256 -2.083 2.780
H: -3.609 -1.219 2.988
C: 0.674 -2.117 -5.450
C: 0.929 -1.487 -4.135
C: 0.610 -1.939 -2.791
N: 0.897 -0.929 -1.938
C: 1.469 0.064 -2.693
N: 1.483 -0.258 -4.025
H: 0.223 -3.115 -5.360
H: -0.011 -1.480 -6.036
H: 1.614 -2.205 -6.018
H: 0.225 -2.918 -2.527
H: 1.857 0.993 -2.288

Output
* M: 368.417 g mol⁻¹
* net charge: -1
* F_max: 3.01 eV/A
* HOMO energy: -3.2069 eV
* frontier orbital gap: 5.33 eV
* E: -1236.77942 Eh

How is the electron density shared among the atoms? According to Löwdin, the charges in e are:
1. C -0.09
2. N -0.25
3. C -0.09
4. C -0.26
5. C 0.01
6. C -0.02
7. C -0.20
8. C 0.07
9. C -0.05
10. C -0.35
11. O 0.06
12. N 0.02
13. C -0.02
14. C -0.41
15. O 0.06
16. N 0.02
17. C -0.03
18. C -0.32
19. O 0.08
20. C -0.03
21. C -0.02
22. H 0.09
23. H 0.07
24. H 0.08
25. H 0.09
26. H 0.08
27. H 0.07
28. H 0.12
29. H 0.10
30. H 0.14
31. H 0.08
32. H 0.10
33. H 0.10
34. H 0.09
35. H 0.10
36. H 0.09
37. H 0.11
38. H 0.11
39. C -0.11
40. C -0.44
41. C -0.18
42. N -0.05
43. C -0.31
44. N 0.00
45. H 0.06
46. H 0.06
47. H 0.06
48. H 0.06
49. H 0.06